Entry 1:
C34H23FIN2O20 | the ωB97M-V functional and the def2-TZVPD basis

Frontier orbital gap: 5.39 eV
Net charge: +1
LUMO level: -0.1965 Ha

Last column: Mulliken charge in e.
Atoms and positions in Å:
F -5.24320 1.26198 -4.10824  -0.224
C -5.11856 0.96396 -2.79124  0.499
C -3.76726 0.78822 -2.31735  -0.138
C -3.73136 0.43670 -0.88164  -0.333
C -5.07662 0.38834 -0.29047  -0.281
N -6.26987 0.57859 -0.83499  -0.142
N -6.27910 0.86269 -2.12271  -0.201
I -8.08821 1.11637 -3.07626  0.423
H -2.84617 0.86053 -2.93396  0.498
H -2.78397 0.23238 -0.34551  0.509
H -5.10137 0.12037 0.79484  0.380
C 2.37557 2.68609 -3.45674  -0.825
C 1.08877 2.53159 -3.78489  0.294
C 0.34923 1.27200 -3.46495  0.929
O -0.83353 1.17659 -3.76357  -0.736
C 1.07969 0.19872 -2.80639  -0.609
C 2.36370 0.34722 -2.48044  0.031
C 3.09848 1.61426 -2.77375  0.842
O 4.26311 1.71096 -2.44188  -0.630
O 3.05232 -0.64520 -1.87125  -0.598
O 0.40142 3.50093 -4.41561  -0.558
H 2.92307 3.59196 -3.67952  0.517
H 0.53806 -0.71342 -2.59668  0.469
H 3.95577 -0.29021 -1.74248  0.313
H -0.49912 3.14831 -4.53867  0.321
C 0.76650 -1.29159 3.98877  -1.059
C 0.06032 -0.27542 4.49894  0.335
C -0.41131 0.85605 3.64196  0.888
O -1.06687 1.75029 4.14041  -0.604
C -0.05411 0.83761 2.22289  -0.793
C 0.65382 -0.17610 1.71640  -0.018
C 1.10139 -1.32016 2.56908  0.867
O 1.72884 -2.23103 2.05849  -0.588
O 0.99752 -0.21675 0.41532  -0.347
O -0.25807 -0.22514 5.80131  -0.557
H 1.11141 -2.11659 4.59688  0.478
H -0.38513 1.67023 1.61660  0.553
H 1.49960 -1.04840 0.30187  0.289
H -0.76681 0.60044 5.91695  0.348
C -10.94639 1.95925 1.98251  -0.847
C -10.19642 1.16653 1.21391  0.389
C -10.80610 0.11543 0.34383  0.993
O -10.07860 -0.57147 -0.35549  -0.621
C -12.25547 -0.04621 0.37325  -0.990
C -13.01054 0.74467 1.14556  0.355
C -12.40331 1.81503 1.99604  0.923
O -13.12546 2.52281 2.66799  -0.579
O -14.34364 0.61462 1.19205  -0.545
O -8.85088 1.27557 1.18307  -0.536
H -10.51695 2.72463 2.61447  0.430
H -12.68152 -0.82208 -0.24778  0.426
H -14.65346 1.29863 1.81743  0.359
H -8.54898 0.59360 0.55282  0.269
C 8.56147 4.17768 -2.10075  -0.839
C 7.52672 3.34290 -1.95318  0.501
C 7.62431 2.12751 -1.08126  0.885
O 6.65648 1.40055 -0.95522  -0.535
C 8.89762 1.86230 -0.41405  -1.093
C 9.93092 2.69661 -0.56646  0.358
C 9.82595 3.92319 -1.41372  0.999
O 10.78629 4.66399 -1.50914  -0.601
O 11.11135 2.47249 0.03467  -0.562
O 6.35542 3.56315 -2.58227  -0.533
H 8.50516 5.05921 -2.72441  0.440
H 8.96095 0.97326 0.19808  0.418
H 11.68632 3.21580 -0.23214  0.351
H 5.75649 2.82962 -2.32501  0.404
C 3.58048 -6.64591 1.65820  -1.029
C 4.81550 -7.14520 1.54825  0.266
C 6.00169 -6.25850 1.34782  0.965
O 7.10953 -6.75514 1.27171  -0.603
C 5.77381 -4.81797 1.24641  -0.791
C 4.53933 -4.31490 1.35255  0.452
C 3.35227 -5.20331 1.58096  0.899
O 2.24584 -4.70966 1.69061  -0.518
O 4.31573 -2.98713 1.25818  -0.498
O 5.04950 -8.46713 1.61363  -0.564
H 2.71529 -7.27754 1.80549  0.429
H 6.63898 -4.19003 1.08390  0.447
H 3.35135 -2.85970 1.36811  0.428
H 6.01544 -8.56757 1.50893  0.353

---

Entry 2:
C33H38BaI2N6Te | the ωB97M-V functional and the def2-TZVPD basis

Frontier orbital gap: 6.67 eV
LUMO level: 0.0016 Ha
Energy above the lowest of the compared OMol25 structures with the same formula, charge and spin: 7.7 kcal per mole

Last column: Mulliken charge in e.
Atoms and positions in Å:
Ba 0.79202 0.16747 -0.33640  0.956
C 1.95837 -2.77201 0.65562  -1.032
N 1.53758 -1.76961 1.64136  0.971
C 2.65714 -1.44317 2.52669  -1.313
C 0.34790 -2.17498 2.36719  0.462
C 0.26625 -3.45811 2.89128  -0.219
C -0.88653 -3.92933 3.49728  -1.028
C -1.98701 -3.08578 3.55349  -0.907
C -1.91313 -1.79578 3.06317  -0.400
C -0.73421 -1.26935 2.49171  -1.431
N -0.62561 0.01113 1.97260  2.028
C -1.47526 1.01168 2.41789  -1.373
C -1.95866 1.11095 3.73914  -0.456
C -2.73347 2.17553 4.15899  -0.791
C -3.06348 3.20219 3.28361  -1.017
C -2.57418 3.14514 1.98909  -0.144
C -1.78854 2.08505 1.55759  -0.044
N -1.25963 2.07588 0.20613  1.567
C -2.29470 1.78055 -0.78708  -1.007
C -0.56040 3.31950 -0.12478  -0.633
H 2.43313 -3.64704 1.11603  0.397
H 2.68378 -2.32705 -0.03278  0.221
H 1.08948 -3.11761 0.09496  0.382
H 3.02856 -2.33618 3.04779  0.377
H 2.34246 -0.71790 3.27399  0.297
H 3.47285 -1.01544 1.94012  0.346
H 1.12598 -4.11206 2.80359  0.343
H -0.92971 -4.93392 3.89544  0.417
H -2.91834 -3.43461 3.98364  0.407
H -2.79102 -1.16576 3.11338  0.500
H -1.69394 0.33763 4.44814  0.573
H -3.07418 2.20865 5.18671  0.403
H -3.67381 4.03477 3.60566  0.415
H -2.80611 3.94654 1.29706  0.384
H -3.05445 2.57187 -0.83914  0.333
H -2.79540 0.84769 -0.52535  0.181
H -1.84159 1.67459 -1.77731  0.255
H -1.22749 4.18880 -0.17698  0.371
H -0.08897 3.21528 -1.10243  -0.157
H 0.21158 3.51506 0.61956  0.266
C -1.62888 1.53043 -4.96259  -1.755
C -0.30443 1.17924 -4.34046  0.204
C 0.28709 -0.05840 -4.55198  -0.497
C 1.51859 -0.39854 -3.99747  1.297
C 2.13822 -1.71742 -4.36328  -1.710
C 2.18272 0.51080 -3.14917  -1.037
Te 3.88380 -0.08156 -2.01641  0.047
C 1.62545 1.79850 -2.99072  0.732
C 2.33605 2.86484 -2.19839  -1.411
C 0.39876 2.10441 -3.58021  -0.008
H -2.20113 0.63429 -5.20308  0.381
H -1.48994 2.09218 -5.88892  0.388
H -2.23152 2.15024 -4.29629  0.338
H -0.22146 -0.78592 -5.17854  0.334
H 1.45092 -2.32552 -4.95278  0.312
H 2.46937 -2.27477 -3.48536  0.380
H 3.04260 -1.54599 -4.95212  0.408
H 2.37556 2.63937 -1.12670  -0.002
H 1.84749 3.83138 -2.32579  0.359
H 3.37754 2.93874 -2.51402  0.489
H -0.01215 3.10225 -3.45283  0.391
I -0.49313 -5.06122 -4.21890  0.094
C -1.25128 -3.85278 -2.70606  -0.701
C -2.46721 -4.13943 -2.10543  -0.234
C -2.90936 -3.31651 -1.08363  -1.212
C -2.12495 -2.23868 -0.71090  -0.178
N -0.96446 -1.95075 -1.30107  0.633
C -0.52815 -2.75100 -2.27400  0.058
H -3.04949 -4.99475 -2.42089  0.408
H -3.84086 -3.51356 -0.57203  0.489
H -2.41805 -1.59353 0.11119  0.312
H 0.42959 -2.50965 -2.71648  0.233
I 5.22043 3.44944 3.96074  0.111
C 3.59448 2.57775 3.05007  -0.955
C 2.41579 2.18624 3.65032  -0.454
N 1.64088 1.68926 2.67582  0.178
N 2.25892 1.70477 1.47938  0.226
C 3.44948 2.24456 1.69485  -0.398
H 2.08798 2.23667 4.67449  0.498
H 0.75988 1.16165 2.72183  -0.145
H 4.14759 2.36274 0.88113  0.497

---

How do the records compare in largest force on an atom? In the order shown, they have 4.6 0.3 eV Å⁻¹.